C15H24N4ORuS5Si2 as an isolated structure at a distorted geometry. Source: the Open Molecules 2025 dataset; level of theory: ωB97M-V/def2-TZVPD.

Summary:
spin multiplicity: 2
frontier orbital gap (spin up / spin down): 5.6 / 6.8 eV
highest occupied orbital energy (spin up / spin down): -4.499 / -4.490 eV
charge: -1
electronic energy: -3545.2068 Ha

XYZ file:
```
52
C15H24N4ORuS5Si2 (ωB97M-V/def2-TZVPD)
Ru -0.38 0.47 -0.38
O -5.69 2.89 3.68
C -4.77 2.53 3.00
S -3.48 1.45 3.57
C -2.59 1.36 2.07
C -3.08 2.08 1.02
S -2.39 2.08 -0.53
S -4.54 3.01 1.31
S -1.22 0.37 1.98
N -1.93 1.52 -5.45
C -1.77 0.49 -4.57
C -1.47 0.73 -3.22
N -1.30 -0.26 -2.37
C -1.39 -1.50 -2.84
C -1.69 -1.73 -4.17
N -1.89 -0.75 -5.04
H -1.90 2.47 -5.14
H -2.21 1.30 -6.39
H -1.37 1.74 -2.85
H -1.23 -2.32 -2.15
H -1.77 -2.74 -4.55
S 2.11 0.28 -4.33
C 1.54 0.73 -2.87
N 1.13 1.05 -1.82
C 0.70 -2.25 3.15
Si 0.84 -2.13 1.28
C -0.82 -2.68 0.53
C 2.07 -3.46 0.76
C 1.41 -0.52 0.58
Si 2.11 0.99 1.42
C 3.87 1.25 0.82
C 1.22 2.62 1.03
C 2.18 0.83 3.29
H 0.33 -3.25 3.42
H 0.01 -1.51 3.56
H 1.68 -2.11 3.63
H -0.73 -3.63 -0.01
H -1.20 -1.94 -0.17
H -1.60 -2.80 1.30
H 1.76 -4.45 1.12
H 3.07 -3.25 1.15
H 2.14 -3.50 -0.34
H 1.89 -0.69 -0.38
H 3.88 1.41 -0.27
H 4.50 0.38 1.03
H 4.32 2.13 1.30
H 0.52 2.49 0.21
H 1.93 3.39 0.71
H 0.65 2.99 1.89
H 2.81 -0.01 3.59
H 1.18 0.67 3.72
H 2.59 1.74 3.72
```

C15H24N6OSSe4TeTl as an isolated structure. Source: the Open Molecules 2025 dataset; level of theory: ωB97M-V/def2-TZVPD.

Summary:
frontier orbital gap (spin up / spin down): 5.5 / 5.5 eV
highest occupied orbital energy (spin up / spin down): -3.569 / -3.537 eV
charge: -1
electronic energy: -11434.1836 Ha

XYZ file:
```
53
C15H24N6OSSe4TeTl (ωB97M-V/def2-TZVPD)
Tl 1.70 0.31 -1.11
Se 1.82 1.11 1.83
Se 0.63 4.47 1.39
Se 3.00 3.36 -1.42
Se 0.83 2.99 -2.11
O 5.84 2.29 0.80
N 4.79 1.78 0.57
Te 3.01 3.14 1.17
C 1.12 6.13 0.61
C 2.29 6.82 0.69
C 2.28 8.03 -0.06
C 1.10 8.24 -0.70
S 0.00 6.96 -0.40
H 3.14 6.48 1.28
H 3.12 8.71 -0.12
H 0.83 9.08 -1.33
C 2.56 -5.87 -0.86
C 1.38 -5.45 0.03
C 1.60 -5.94 1.47
C 0.07 -6.01 -0.53
C 1.30 -3.98 0.05
N 1.26 -2.84 0.07
H 2.62 -6.96 -0.88
H 3.50 -5.47 -0.47
H 2.42 -5.51 -1.88
H 1.66 -7.03 1.47
H 0.78 -5.64 2.11
H 2.52 -5.54 1.88
H 0.11 -7.10 -0.55
H -0.11 -5.65 -1.54
H -0.78 -5.71 0.10
C -1.42 -0.79 0.63
N -1.10 0.30 -0.29
C -1.61 1.56 0.29
N -3.06 1.49 0.51
C -3.34 0.37 1.41
N -2.87 -0.91 0.87
C -3.52 -1.11 -0.43
N -3.25 -0.03 -1.38
C -1.80 0.06 -1.56
C -3.71 1.23 -0.77
H -0.91 -0.61 1.57
H -1.05 -1.73 0.21
H -1.37 2.38 -0.38
H -1.10 1.73 1.24
H -4.42 0.31 1.58
H -2.84 0.55 2.36
H -4.60 -1.19 -0.27
H -3.16 -2.05 -0.86
H -1.57 0.88 -2.24
H -1.43 -0.87 -1.99
H -4.79 1.17 -0.62
H -3.49 2.05 -1.45
```

A 3-piece molecular cluster, C15H24NO4S2 overall at a distorted geometry. Source: the Open Molecules 2025 dataset; level of theory: ωB97M-V/def2-TZVPD.

Summary:
frontier orbital gap: 6.3 eV
highest occupied orbital energy: -11.166 eV
charge: +1
electronic energy: -1737.4655 Ha

XYZ file:
```
46
C15H24NO4S2 (ωB97M-V/def2-TZVPD)
C 0.18 -2.03 0.56
C 0.32 -1.61 -0.66
C 0.78 -0.94 -2.05
C -0.39 -0.11 -2.79
C -1.38 0.68 -1.79
C -2.70 -0.14 -1.37
C -3.05 -1.54 -1.98
C -4.39 -2.24 -1.48
C -4.71 -3.72 -2.10
O -4.99 -4.62 -1.26
O -4.62 -3.93 -3.53
C -5.32 -1.53 -0.42
C -4.83 -0.12 0.11
N -3.60 0.50 -0.39
H 0.08 -2.30 1.67
H 1.74 -0.30 -1.91
H 1.07 -1.81 -2.77
H 0.14 0.70 -3.43
H -0.92 -0.80 -3.54
H -0.78 0.87 -0.81
H -1.65 1.75 -2.18
H -2.42 -2.09 -2.76
H -3.70 -3.67 -3.82
H -6.30 -2.03 -0.07
H -5.51 0.39 0.91
H -3.37 1.45 0.00
C 0.58 1.36 4.75
S -0.25 0.92 3.21
O -0.44 -0.56 3.22
C 1.15 1.28 2.13
H -0.10 1.18 5.58
H 1.48 0.75 4.88
H 0.85 2.42 4.74
H 2.01 0.67 2.42
H 1.40 2.34 2.20
H 0.87 1.04 1.11
C 5.07 3.10 0.13
S 4.82 1.44 -0.52
O 3.41 1.04 -0.22
C 5.88 0.60 0.69
H 4.46 3.80 -0.45
H 4.76 3.14 1.18
H 6.12 3.38 0.05
H 5.52 0.80 1.70
H 6.91 0.96 0.58
H 5.85 -0.47 0.49
```

A 2-piece molecular cluster, C15H24NO7S2 overall at a distorted geometry. Source: the Open Molecules 2025 dataset; level of theory: ωB97M-V/def2-TZVPD.

Summary:
frontier orbital gap: 8.2 eV
highest occupied orbital energy: -5.589 eV
charge: -1
electronic energy: -1963.5924 Ha

XYZ file:
```
49
C15H24NO7S2 (ωB97M-V/def2-TZVPD)
C 4.00 -1.71 -0.30
C 3.46 -2.28 -1.73
C 3.39 -1.13 -2.86
O 2.40 -0.17 -2.43
S 2.94 1.41 -2.54
O 4.35 1.63 -2.04
O 2.93 1.76 -4.03
N 1.91 2.55 -1.76
S 1.00 1.81 -0.51
O 0.50 2.89 0.45
O 1.90 0.88 0.27
C -0.50 1.03 -1.25
C -0.82 -0.46 -0.79
C -0.45 -1.12 0.55
C -0.81 -2.59 0.95
C -1.61 -3.44 -0.07
C -2.06 -2.82 -1.43
C -1.65 -1.34 -1.79
C -2.16 -0.79 -3.23
H 4.76 -2.47 0.12
H 4.49 -0.69 -0.54
H 3.11 -1.59 0.41
H 4.04 -3.20 -2.08
H 2.37 -2.61 -1.54
H 4.41 -0.69 -3.11
H 3.01 -1.67 -3.81
H -0.36 1.02 -2.40
H -1.44 1.66 -1.07
H 0.12 -0.51 1.33
H -0.46 -3.00 1.96
H -1.87 -4.52 0.21
H -2.68 -3.47 -2.15
H -3.16 -1.29 -3.51
H -1.39 -1.03 -4.05
H -2.36 0.35 -3.15
O -3.07 -0.17 1.84
C -2.80 0.86 2.42
O -1.51 1.14 2.71
C -1.06 2.40 3.23
C -1.21 2.46 4.74
C -3.88 1.79 2.89
H -1.55 3.23 2.72
H 0.00 2.47 2.97
H -2.26 2.37 5.04
H -0.81 3.39 5.13
H -0.68 1.62 5.20
H -4.28 1.42 3.84
H -4.67 1.80 2.15
H -3.56 2.82 3.01
```

C15H25AlBr2Cl4F7LiNNaO13S as an isolated structure at a distorted geometry. Source: the Open Molecules 2025 dataset; level of theory: ωB97M-V/def2-TZVPD.

Summary:
frontier orbital gap: 1.3 eV
highest occupied orbital energy: -7.556 eV
charge: 0
electronic energy: -10116.9310 Ha

XYZ file:
```
71
C15H25AlBr2Cl4F7LiNNaO13S (ωB97M-V/def2-TZVPD)
C -1.23 -0.93 -4.99
C -0.94 -2.46 -4.73
C -0.38 -2.62 -3.22
O -1.34 -2.02 -2.40
C -0.89 -1.46 -1.24
C 0.02 -0.27 -1.45
O 0.02 0.44 -0.30
C 0.80 1.62 -0.28
C 1.94 1.57 0.71
C -2.20 -1.05 -0.51
F -3.13 -1.99 -0.75
F -2.66 0.08 -1.05
F -2.06 -0.93 0.80
H -0.29 -0.31 -4.90
H -1.96 -0.52 -4.30
H -1.62 -0.79 -5.99
H -1.90 -2.98 -4.69
H -0.27 -2.87 -5.49
H 0.64 -2.15 -3.12
H -0.21 -3.68 -3.02
H -0.30 0.29 -2.36
H 1.04 -0.64 -1.64
H 1.33 1.81 -1.24
H 0.17 2.49 -0.12
H 2.53 0.66 0.64
H 2.51 2.38 0.30
H 1.61 1.73 1.73
Li 2.18 4.27 0.49
Al 1.11 -1.41 -4.57
F 2.80 4.41 -2.07
N 1.10 -2.22 1.70
O 0.50 -2.67 2.67
O 2.04 -2.81 1.18
O 0.72 -1.11 1.20
Br -1.80 -4.98 5.26
C -2.42 -3.89 3.76
C -3.20 -2.70 4.22
Br -5.00 -3.18 4.79
H -2.99 -4.55 3.12
H -1.51 -3.58 3.25
H -3.34 -2.00 3.40
H -2.74 -2.19 5.06
C 2.90 10.03 -1.63
F 1.60 10.35 -1.59
F 3.59 11.14 -1.93
F 3.26 9.63 -0.41
S 3.21 8.72 -2.87
O 2.76 9.28 -4.13
O 2.40 7.60 -2.43
O 4.64 8.48 -2.79
Na 1.18 2.99 -2.87
C 0.04 -0.28 -8.79
Cl -0.61 1.35 -8.85
Cl 1.02 -0.65 -10.18
Cl 1.02 -0.49 -7.27
H -0.78 -0.98 -8.74
C 0.56 -6.75 9.96
C 1.37 -5.91 9.00
O 2.58 -5.91 9.03
C 0.60 -5.07 8.01
H 1.23 -7.30 10.61
H -0.08 -6.11 10.57
H -0.06 -7.45 9.41
H -0.04 -4.36 8.54
H -0.01 -5.71 7.38
H 1.30 -4.52 7.39
O -2.31 6.33 -0.47
Cl -2.49 5.04 -1.05
O -1.19 4.34 -1.06
O -2.95 5.14 -2.41
O -3.41 4.25 -0.27
```

C15H25AlCl4F2ILiMgN3NaO17S4V as an isolated structure at a distorted geometry. Source: the Open Molecules 2025 dataset; level of theory: ωB97M-V/def2-TZVPD.

Summary:
frontier orbital gap: 1.5 eV
highest occupied orbital energy: -8.542 eV
charge: +1
electronic energy: -7516.6799 Ha

XYZ file:
```
76
C15H25AlCl4F2ILiMgN3NaO17S4V (ωB97M-V/def2-TZVPD)
O 4.02 -2.69 1.11
N 2.91 -2.51 0.69
O 2.46 -1.26 0.82
Al 2.05 -0.86 2.55
S 3.88 -0.10 3.62
I 1.22 -3.06 3.64
H 0.85 0.19 2.64
H 4.36 -1.17 4.22
Li 2.24 -4.34 1.24
C -4.38 -4.86 4.05
C -3.20 -5.42 3.71
C -2.04 -5.48 4.67
O -1.01 -6.01 4.32
C -2.22 -4.86 5.99
C -3.38 -4.30 6.32
C -4.55 -4.27 5.36
O -5.56 -3.75 5.77
O -3.58 -3.72 7.51
O -2.99 -5.96 2.54
H -5.21 -4.82 3.37
H -1.37 -4.89 6.67
H -4.50 -3.40 7.49
H -2.07 -6.30 2.53
O 4.29 -3.03 7.98
V 2.73 -2.68 7.46
O 1.08 -2.33 7.02
N -1.62 -2.38 -1.73
S -2.21 -3.76 -1.21
O -3.51 -3.69 -0.65
O -1.27 -4.63 -0.57
F -2.44 -4.43 -2.61
S -1.30 -1.35 -0.61
O -1.08 -0.03 -1.12
O -0.43 -1.79 0.42
F -2.69 -1.17 0.15
O -1.68 2.93 -0.25
H -1.74 1.95 -0.28
C 1.77 3.59 -1.81
C 0.48 3.70 -2.63
C 0.40 4.81 -3.67
N 0.35 6.25 -3.18
C -0.36 6.39 -1.90
C 1.75 6.82 -3.09
C 2.03 7.39 -4.47
C 0.70 8.04 -4.84
C -0.36 7.12 -4.23
H 1.97 4.48 -1.20
H 1.69 2.73 -1.13
H 2.64 3.41 -2.43
H -0.37 3.71 -1.95
H 0.36 2.78 -3.20
H -0.52 4.66 -4.23
H 1.23 4.76 -4.36
H 0.22 5.89 -1.12
H -1.35 5.95 -1.98
H -0.44 7.44 -1.66
H 1.73 7.61 -2.34
H 2.44 6.04 -2.79
H 2.28 6.60 -5.17
H 2.85 8.10 -4.46
H 0.57 8.15 -5.91
H 0.62 9.04 -4.40
H -0.82 6.47 -4.97
H -1.15 7.68 -3.73
C -2.10 -8.51 -3.12
Cl -2.96 -7.59 -4.35
Cl -0.81 -9.45 -3.88
Cl -1.42 -7.41 -1.94
Cl -3.23 -9.62 -2.32
Na -1.30 -2.49 6.91
O 5.67 -2.91 -1.98
S 5.06 -1.59 -2.00
O 5.54 -0.89 -3.19
O 5.42 -0.80 -0.82
O 3.61 -1.75 -2.01
Mg -0.28 3.61 0.70
```

An isolated ion of composition C15H25BIO and charge -1 at a distorted geometry. Source: the Open Molecules 2025 dataset; level of theory: ωB97M-V/def2-TZVPD.

Summary:
frontier orbital gap: 7.7 eV
highest occupied orbital energy: -4.738 eV
charge: -1
electronic energy: -984.2202 Ha

XYZ file:
```
43
C15H25BIO (ωB97M-V/def2-TZVPD)
C 1.01 -2.91 1.25
O 2.32 -2.80 1.88
C 3.26 -2.15 0.96
C 3.66 -0.69 1.49
C 2.64 0.48 1.07
C 2.29 0.45 -0.52
C 1.78 1.86 -1.08
C 0.34 1.84 -1.77
C 0.07 0.59 -2.75
B -1.40 -0.12 -2.43
I -1.42 -1.97 -3.73
C -1.53 -0.67 -0.88
C -2.55 0.14 0.04
C -3.09 -0.57 1.34
C -4.05 0.11 2.34
C -4.50 1.56 2.04
C -4.04 2.31 0.77
C -3.07 1.58 -0.22
H 0.53 -1.86 1.31
H 1.05 -3.31 0.17
H 0.34 -3.61 1.87
H 4.22 -2.79 1.01
H 2.91 -2.18 -0.12
H 4.73 -0.47 1.15
H 3.68 -0.74 2.64
H 1.70 0.50 1.71
H 3.17 1.49 1.24
H 3.31 0.24 -1.04
H 1.63 -0.44 -0.77
H 1.69 2.56 -0.16
H 2.60 2.36 -1.73
H -0.44 1.99 -0.95
H 0.28 2.79 -2.44
H 0.90 -0.19 -2.78
H -0.03 1.00 -3.83
H -2.32 0.54 -2.79
H -0.50 -0.58 -0.39
H -1.83 -1.79 -0.88
H -2.72 -1.64 1.52
H -4.38 -0.47 3.25
H -5.19 2.06 2.82
H -4.34 3.38 0.51
H -2.70 2.14 -1.14
```

C15H25Be2Br2ClFNO7S as an isolated structure at a distorted geometry. Source: the Open Molecules 2025 dataset; level of theory: ωB97M-V/def2-TZVPD.

Summary:
frontier orbital gap: 2.2 eV
highest occupied orbital energy: -7.165 eV
charge: 0
electronic energy: -7303.1004 Ha

XYZ file:
```
55
C15H25Be2Br2ClFNO7S (ωB97M-V/def2-TZVPD)
C -3.94 4.35 -1.30
C -3.60 3.54 -2.38
C -2.32 2.61 -2.36
C -1.21 3.23 -1.43
S 0.45 2.45 -1.59
C 0.46 0.79 -0.82
C -0.37 0.67 0.52
O -2.65 1.24 -1.91
C -3.70 0.67 -2.63
O -4.88 0.58 -2.05
C -3.51 0.04 -4.10
C -3.81 1.12 -5.29
O -4.93 1.66 -5.47
H -4.95 4.86 -1.29
H -3.25 4.47 -0.36
H -4.29 3.53 -3.27
H -1.99 2.51 -3.44
H -1.56 3.30 -0.36
H -1.08 4.31 -1.77
H 0.14 -0.05 -1.52
H 1.58 0.56 -0.55
H -1.39 0.18 0.39
H -0.52 1.64 1.07
H 0.21 -0.03 1.21
H -2.44 -0.32 -4.25
H -4.29 -0.84 -4.16
H -2.97 1.41 -5.99
Cl -5.60 1.32 -3.51
Be 3.30 0.84 -0.36
Br -3.82 5.56 1.14
Be 5.33 1.64 1.20
C 6.92 -3.02 0.84
C 6.31 -2.13 1.89
O 6.76 -1.02 2.14
N 5.23 -2.60 2.57
C 4.56 -3.87 2.43
H 7.77 -2.51 0.39
H 7.27 -3.95 1.30
H 6.19 -3.24 0.06
H 4.88 -1.95 3.26
H 3.52 -3.68 2.16
H 4.59 -4.39 3.39
H 5.02 -4.50 1.67
Br 0.59 1.97 -4.35
C -0.82 -2.80 3.84
C -0.99 -1.41 4.40
O 0.21 -1.22 5.15
C 1.15 -2.05 4.62
O 2.31 -2.02 4.91
O 0.60 -2.92 3.73
H -1.30 -2.92 2.87
H -1.19 -3.57 4.52
H -1.05 -0.65 3.62
H -1.86 -1.33 5.05
F -5.07 -2.02 -3.86
```

Which of these has the lowest electronic energy? C15H24N6OSSe4TeTl

Copy entry 7 word for word.
An isolated ion of composition C15H25BIO and charge -1 at a distorted geometry. Source: the Open Molecules 2025 dataset; level of theory: ωB97M-V/def2-TZVPD.

Summary:
frontier orbital gap: 7.7 eV
highest occupied orbital energy: -4.738 eV
charge: -1
electronic energy: -984.2202 Ha

XYZ file:
```
43
C15H25BIO (ωB97M-V/def2-TZVPD)
C 1.01 -2.91 1.25
O 2.32 -2.80 1.88
C 3.26 -2.15 0.96
C 3.66 -0.69 1.49
C 2.64 0.48 1.07
C 2.29 0.45 -0.52
C 1.78 1.86 -1.08
C 0.34 1.84 -1.77
C 0.07 0.59 -2.75
B -1.40 -0.12 -2.43
I -1.42 -1.97 -3.73
C -1.53 -0.67 -0.88
C -2.55 0.14 0.04
C -3.09 -0.57 1.34
C -4.05 0.11 2.34
C -4.50 1.56 2.04
C -4.04 2.31 0.77
C -3.07 1.58 -0.22
H 0.53 -1.86 1.31
H 1.05 -3.31 0.17
H 0.34 -3.61 1.87
H 4.22 -2.79 1.01
H 2.91 -2.18 -0.12
H 4.73 -0.47 1.15
H 3.68 -0.74 2.64
H 1.70 0.50 1.71
H 3.17 1.49 1.24
H 3.31 0.24 -1.04
H 1.63 -0.44 -0.77
H 1.69 2.56 -0.16
H 2.60 2.36 -1.73
H -0.44 1.99 -0.95
H 0.28 2.79 -2.44
H 0.90 -0.19 -2.78
H -0.03 1.00 -3.83
H -2.32 0.54 -2.79
H -0.50 -0.58 -0.39
H -1.83 -1.79 -0.88
H -2.72 -1.64 1.52
H -4.38 -0.47 3.25
H -5.19 2.06 2.82
H -4.34 3.38 0.51
H -2.70 2.14 -1.14
```

charge of number 3 (C15H24NO4S2)? +1

Which formula does entry 7 have? C15H25BIO